The following is a DFT calculation (wB97M-V/def2-TZVPD) of a structure of composition C4H4CrO5.

Each line ends with the Löwdin spin population.
Cartesian coordinates (Å):
O -1.15 0.56 -1.29  0.008
C -2.15 0.61 -0.45  0.034
O -1.49 0.17 0.69  0.020
H 1.53 -1.77 1.08  0.000
Cr -4.50 1.73 0.90  4.851
O -3.20 1.20 -0.44  0.085
O 0.12 -1.20 -0.33  0.000
C 1.50 -1.30 0.09  0.000
C 1.94 0.15 0.11  0.000
O 0.68 0.85 0.24  0.001
C -0.30 0.04 -0.13  0.001
H 2.03 -1.92 -0.64  0.000
H 2.42 0.47 -0.82  0.000
H 2.56 0.41 0.97  0.000

Output
E_HOMO (spin up / spin down) = -12.64 / -14.91 eV
multiplicity = 6
⟨S²⟩ = 8.7521
net charge = +1
energy relative to the best compared isomer or geometry (same formula, charge and spin) = 0.00 kcal per mole



The following is a DFT calculation (wB97M-V/def2-TZVPD) of a structure of composition C3H2ClHgNO2.

Each line ends with the Löwdin spin population.
Cartesian coordinates (Å):
Hg 0.43 0.58 -0.58  0.544
N -2.12 2.94 0.21  0.025
C -1.39 2.04 0.23  0.219
Cl 2.67 -4.29 1.84  0.001
C 3.12 -3.00 0.70  0.012
C 2.05 -1.88 0.58  0.024
O 2.49 -0.73 0.81  0.105
O 0.92 -2.21 0.20  0.069
H 3.23 -3.47 -0.27  0.001
H 4.07 -2.58 1.04  0.000

Output
E_HOMO (spin up / spin down) = -4.57 / -6.03 eV
multiplicity = 2
⟨S²⟩ = 0.7563
net charge = -1



The following is a DFT calculation (wB97M-V/def2-TZVPD) of a cluster of 2 separate species, C3H6NO in total.

Each line ends with the Mulliken charge.
Cartesian coordinates (Å):
C 3.05 1.05 0.90  0.040
C 0.22 -0.66 -0.52  -0.291
C -0.72 0.49 -0.31  -0.356
N 0.28 0.19 0.70  -0.116
O 4.18 1.13 1.06  -0.087
H -0.63 1.26 -0.90  0.283
H -0.28 -1.60 -0.40  0.282
H 0.91 -0.68 -1.38  0.303
H -1.73 0.43 -0.06  0.305
H 0.07 -0.05 1.66  0.357
H 1.27 0.67 0.86  0.279

Output
E_HOMO = -17.59 eV
multiplicity = 1
net charge = +1
energy relative to the best compared isomer or geometry (same formula, charge and spin) = 29.14 kcal per mole



The following is a DFT calculation (wB97M-V/def2-TZVPD) of a structure of composition C16H36BN7PPm.

Each line ends with the Löwdin spin population.
Cartesian coordinates (Å):
Pm -0.08 -0.29 -0.22  4.045
C 5.40 0.03 -0.17  0.000
N 4.34 -0.95 -0.37  0.000
C 4.77 -2.32 -0.40  0.000
C 3.57 -3.14 -0.73  0.000
N 2.62 -2.15 -1.10  0.000
C 1.26 -2.46 -1.53  0.000
C 3.07 -0.90 -0.80  -0.001
N 2.17 0.08 -0.74  -0.010
C 2.60 1.44 -0.53  0.000
C 1.52 2.51 -0.34  0.000
N 0.24 2.02 0.13  -0.010
C -0.74 2.86 0.44  0.000
N -1.96 2.48 0.94  0.000
C -2.56 1.18 1.22  -0.001
C -2.88 3.63 1.14  0.000
C -2.06 4.81 0.60  0.000
N -0.74 4.21 0.29  -0.001
C 0.36 5.14 0.20  0.000
H 6.34 -0.49 -0.05  0.000
H 5.13 0.57 0.78  0.000
H 5.46 0.75 -0.97  0.000
H 5.16 -2.61 0.57  0.000
H 5.67 -2.53 -1.05  0.000
H 3.30 -3.69 0.20  0.000
H 3.71 -3.89 -1.55  0.000
H 0.50 -2.55 -0.65  0.000
H 1.16 -3.51 -1.97  0.000
H 0.91 -1.74 -2.28  0.000
H 3.21 1.71 -1.41  0.000
H 3.30 1.43 0.32  0.000
H 1.43 3.13 -1.30  0.000
H 1.98 3.23 0.33  0.000
H -2.35 0.91 2.26  0.000
H -2.16 0.49 0.47  -0.001
H -3.62 1.18 1.03  0.000
H -3.03 3.74 2.20  0.000
H -3.85 3.50 0.57  0.000
H -1.90 5.53 1.39  0.000
H -2.42 5.29 -0.34  0.000
H 0.06 6.15 0.55  0.000
H 0.75 5.27 -0.83  0.000
H 1.17 4.71 0.80  0.000
B -4.15 -0.44 -2.08  0.000
C -2.62 -0.48 -2.17  -0.001
N -1.42 -0.40 -2.13  -0.008
H -4.48 -1.64 -2.01  0.000
H -4.54 0.18 -3.06  0.000
H -4.41 0.22 -1.03  0.000
C -0.82 -3.69 1.88  0.001
P -1.88 -2.58 0.83  -0.007
C -2.59 -3.78 -0.42  -0.001
C -3.30 -2.19 1.97  -0.002
H -1.06 -3.58 2.94  0.000
H 0.22 -3.36 1.77  0.000
H -0.97 -4.76 1.51  0.000
H -3.03 -4.68 0.13  0.000
H -1.74 -4.09 -1.08  0.000
H -3.43 -3.28 -0.90  0.000
H -3.14 -2.82 2.89  0.000
H -4.29 -2.21 1.51  0.000
H -3.14 -1.20 2.38  0.000

Output
E_HOMO (spin up / spin down) = -14.71 / -14.72 eV
multiplicity = 5
⟨S²⟩ = 6.0051
net charge = +2
energy relative to the best compared isomer or geometry (same formula, charge and spin) = 19.97 kcal per mole



The following is a DFT calculation (wB97M-V/def2-TZVPD) of a cluster of 2 separate species, C4H10O3S in total.

Each line ends with the Mulliken charge.
Cartesian coordinates (Å):
O 0.94 -1.33 1.44  -0.525
C -0.18 -1.55 1.06  0.438
O -0.86 -2.64 1.44  -0.456
C -1.02 -0.70 0.14  -0.843
C -0.28 0.51 -0.45  -0.340
C -1.02 1.81 -0.23  -0.912
S -0.04 3.28 -0.68  -0.213
H -0.27 -3.20 1.98  0.342
H -1.34 -1.37 -0.66  0.369
H -1.96 -0.50 0.65  0.532
H -0.11 0.35 -1.50  0.336
H 0.73 0.60 -0.06  0.420
H -1.92 1.92 -0.83  0.350
H -1.33 1.89 0.81  0.402
H 0.81 3.24 0.35  0.114
O 1.88 -2.37 -1.70  -0.655
H 1.34 -2.25 -0.91  0.331
H 2.75 -2.57 -1.34  0.311

Output
E_HOMO = -9.16 eV
multiplicity = 1
energy relative to the best compared isomer or geometry (same formula, charge and spin) = 1.85 kcal per mole



The following is a DFT calculation (wB97M-V/def2-TZVPD) of a cluster of 3 separate species, C2H10N2O2 in total.

Each line ends with the Löwdin spin population.
Cartesian coordinates (Å):
C 1.95 -0.76 0.21  0.073
N 0.16 1.29 1.10  0.209
C -0.18 -0.02 1.04  0.076
N 0.57 -1.00 0.61  0.520
H 2.36 -1.66 -0.22  0.008
H 2.54 -0.50 1.09  0.040
H 2.02 0.03 -0.54  0.002
H -0.37 1.89 1.73  0.004
H 1.15 1.50 1.09  0.006
H -1.23 -0.19 1.29  0.000
H -1.40 1.40 -2.35  0.000
H -1.03 1.45 -0.89  0.001
O -1.72 1.13 -1.49  0.001
H -0.96 -1.83 -0.57  0.003
H -2.00 -0.91 -1.18  0.000
O -1.86 -1.83 -0.92  0.057

Output
E_HOMO (spin up / spin down) = -14.87 / -14.76 eV
multiplicity = 2
⟨S²⟩ = 0.7628
net charge = +1
energy relative to the best compared isomer or geometry (same formula, charge and spin) = 22.20 kcal per mole